(1)
C9H16O6Si | the ωB97M-V functional and the def2-TZVPD basis

Results
- frontier orbital gap (Eh) = 0.3875
- energy relative to the best compared isomer or geometry (same formula, charge and spin) (kcal/mol) = 0.0

Structure (ORCA input):
```
! wB97M-V def2-TZVPD RIJCOSX def2/J DEFGRID3
* xyz 0 1
C -1.46548 1.09943 2.60634
C -0.15780 0.33434 2.70260
C 0.22246 -0.43185 1.47514
Si 0.16625 0.31594 -0.27815
O 1.52143 1.21532 -0.45640
C 2.74287 0.62374 -0.30352
C 3.93716 1.51128 -0.58668
O 2.92228 -0.55610 0.01364
O -1.19422 1.14805 -0.60358
C -2.43821 0.62226 -0.56152
C -3.45247 1.25178 -1.43832
O -2.82911 -0.25267 0.20489
O 0.26011 -0.83532 -1.52096
C 0.08807 -2.13339 -1.22413
C 0.45408 -3.09353 -2.30687
O -0.25427 -2.48862 -0.13666
H -1.34403 1.89102 1.89320
H -1.78459 1.51654 3.57937
H -2.22233 0.38761 2.28489
H -0.22222 -0.34282 3.55421
H 0.65790 1.03999 2.96939
H 1.28796 -0.73134 1.53339
H -0.32160 -1.38153 1.40636
H 3.77427 2.60124 -0.60618
H 4.73996 1.25856 0.11290
H 4.31478 1.32762 -1.59106
H -4.24875 1.67082 -0.82590
H -3.87022 0.42508 -2.03233
H -2.96518 2.02346 -2.05278
H 1.53239 -3.17135 -2.40760
H 0.09939 -4.06351 -2.11732
H 0.04913 -2.78206 -3.28634
*
```

Results of the Löwdin charge analysis, in e, for atoms 1 through 5: C -0.114; C -0.305; C -0.195; Si 0.471; O 0.002

---

(2)
C9H16OS | the ωB97M-V functional and the def2-TZVPD basis

Results
- frontier orbital gap (alpha / beta) (Eh) = 0.2687 / 0.2689
- energy relative to the best compared isomer or geometry (same formula, charge and spin) (kcal/mol) = 106.4

Structure (ORCA input):
```
! wB97M-V def2-TZVPD RIJCOSX def2/J DEFGRID3
* xyz 0 1
C -0.63384 -0.44748 0.02856
C 0.61865 0.67831 -1.16794
C 1.51998 0.57336 0.84974
C 0.38687 -0.47297 1.19640
C 1.00532 -1.78586 1.67482
C -0.54741 0.26364 2.29931
C -2.11002 -1.41345 -1.63470
C 0.89923 3.24697 -2.44311
C -1.18964 -1.67388 -0.51160
O 1.25925 1.41700 -0.27440
S 0.22763 1.51008 -2.59603
H 1.77380 1.12502 1.63868
H 2.38625 -0.08631 0.61640
H 1.70301 -1.67812 2.53747
H 1.41165 -2.43320 0.82310
H 0.20412 -2.30097 2.17795
H 0.10649 0.70106 3.12285
H -1.10275 -0.55089 2.89711
H -1.29778 0.83189 1.80245
H -3.16049 -1.70309 -1.62361
H -1.65705 -1.75723 -2.59066
H -2.37947 -0.29609 -1.66954
H 1.83477 3.42816 -2.80104
H 1.00038 3.20531 -1.36962
H 0.14006 3.95243 -2.78971
H -0.53190 -2.50560 -0.59138
H -1.86711 -1.82811 0.39848
*
```

Results of the Löwdin charge analysis, in e, for atoms 1 through 5: C -0.048; C -0.463; C -0.127; C -0.503; C -0.065

---

(3)
C9H17BaF9NO4PS | the ωB97M-V functional and the def2-TZVPD basis

Results
- frontier orbital gap (Eh) = 0.2672

Structure (ORCA input):
```
! wB97M-V def2-TZVPD RIJCOSX def2/J DEFGRID3
* xyz 2 1
C -3.23655 -0.10027 -1.28642
C -3.05616 -0.97670 -2.55366
C -2.00184 -2.06442 -2.33597
N -0.79477 -1.53555 -1.69130
O 0.14694 -2.59018 -1.46473
P 0.16104 -2.75992 0.14220
O -1.16735 -2.61618 0.65528
O 0.61624 -4.40239 0.54563
O 1.27662 -1.65365 0.70935
C 1.04135 -1.29259 2.13760
C -0.01403 -0.17468 2.16846
C 0.52834 1.21439 2.57791
C 1.84603 1.63427 1.87647
C 1.80121 3.01838 1.22830
F 1.13949 3.80460 2.11822
F 2.99620 3.57183 1.13594
C 0.97903 3.14286 -0.08295
F 0.99357 4.37292 -0.49545
F -0.29452 2.88526 0.19431
S 1.46536 2.02435 -1.51778
F 0.08220 2.34567 -2.22483
F 0.81467 0.73670 -0.82776
F 2.90473 1.72571 -0.92402
F 2.09097 3.25004 -2.28740
F 1.83408 1.10851 -2.74951
H -2.28816 0.41273 -1.10067
H -3.97156 0.67148 -1.52277
H -3.55372 -0.69004 -0.42597
H -2.82642 -0.33224 -3.40644
H -4.02244 -1.44826 -2.74543
H -1.74646 -2.60708 -3.25476
H -2.43749 -2.78854 -1.63785
H -0.33306 -0.89523 -2.33550
H -0.25173 -4.86770 0.61113
H 2.00765 -0.98853 2.55928
H 0.73878 -2.20600 2.71105
H -0.81577 -0.43618 2.86141
H -0.42563 -0.08642 1.15924
H 0.71654 1.17703 3.65555
H -0.28962 1.92237 2.45648
H 2.61036 1.71532 2.65562
H 2.21138 0.86130 1.19610
Ba 2.52450 -4.08294 1.51564
*
```

Results of the Löwdin charge analysis, in e, for atoms 1 through 5: C -0.088; C -0.208; C -0.196; N -0.069; O -0.168

---

(4)
C9H17BrN2PS | the ωB97M-V functional and the def2-TZVPD basis

Results
- frontier orbital gap (Eh) = 0.2980

Structure (ORCA input):
```
! wB97M-V def2-TZVPD RIJCOSX def2/J DEFGRID3
* xyz 1 1
C -1.92050 1.42710 -2.14924
C -1.60283 0.20749 -2.61342
C -0.28201 -0.47642 -2.34994
C -0.15292 -1.00048 -0.91087
C -1.11656 -0.63660 0.16204
N -0.62432 -0.91597 1.31259
P -1.49674 -0.67397 2.84976
S -0.68040 0.47123 4.12194
C 0.75048 -1.44938 1.21409
C 1.21685 -0.94940 -0.16495
Br 2.32366 -2.27810 -1.10102
C 2.00287 0.38357 -0.26449
C 1.88544 1.31614 0.93269
N 0.49117 1.74865 1.11015
H -1.23154 2.26592 -2.21519
H -2.91612 1.61100 -1.75923
H -2.30884 -0.30916 -3.26019
H -0.21138 -1.34230 -3.00585
H 0.56239 0.16273 -2.62059
H -0.35292 -2.08563 -0.98566
H -2.10404 -0.21461 0.03529
H -1.56471 -2.00454 3.27933
H -2.73739 -0.30627 2.31349
H 0.61145 -2.52713 1.08228
H 1.36452 -1.23894 2.08285
H 1.62345 0.93749 -1.12483
H 3.05172 0.17706 -0.45248
H 2.29111 0.87083 1.84314
H 2.51792 2.18659 0.72725
H 0.14398 2.07099 0.20811
H 0.46622 2.57214 1.70296
*
```

Results of the Löwdin charge analysis, in e, for atoms 1 through 5: C 0.006; C -0.159; C -0.150; C -0.292; C -0.007

---

(5)
C9H17Cl2NO | the ωB97M-V functional and the def2-TZVPD basis

Results
- frontier orbital gap (Eh) = 0.3616
- energy relative to the best compared isomer or geometry (same formula, charge and spin) (kcal/mol) = 78.0

Structure (ORCA input):
```
! wB97M-V def2-TZVPD RIJCOSX def2/J DEFGRID3
* xyz 0 1
C 3.02998 1.51999 -2.36817
C 2.42041 0.97824 -0.99576
C 2.58692 2.16471 0.01354
C 3.46084 -0.13457 -0.64371
N 1.18153 0.35607 -0.85432
C -0.03477 0.79444 -1.68612
O 0.59692 -0.42233 -1.90661
H 2.74192 2.55012 -2.56388
H 4.07558 1.61214 -2.11495
H 2.70419 0.79873 -3.09867
H 3.61930 2.20763 0.40182
H 1.82528 2.15747 0.85026
H 2.42410 3.01029 -0.50275
H 4.34777 0.35005 -0.17925
H 3.09538 -0.83666 0.03615
H 3.82114 -0.54531 -1.46807
H -0.85359 0.96657 -1.10382
H 0.51044 1.64950 -2.32524
C -5.30488 -0.24721 0.22629
C -5.47732 -1.78088 0.23278
C -3.98713 -2.26989 0.17731
C -3.01799 -1.99106 -0.59262
Cl -2.92677 -1.12983 -2.03760
Cl -1.43715 -2.64713 -0.22540
H -5.57103 0.19806 -0.77404
H -4.29634 -0.07171 0.57492
H -5.95701 0.15188 1.04643
H -5.98441 -2.06065 -0.66672
H -5.94368 -2.06281 1.19980
H -3.54198 -2.62532 1.14164
*
```

Results of the Löwdin charge analysis, in e, for atoms 1 through 5: C -0.033; C -0.579; C -0.019; C -0.032; N -0.053

---

(6)
C9H17F9NiS2Si | the ωB97M-V functional and the def2-TZVPD basis

Results
- frontier orbital gap (alpha / beta) (Eh) = 0.3392 / 0.2667
- ⟨S²⟩ = 2.005
- energy relative to the best compared isomer or geometry (same formula, charge and spin) (kcal/mol) = 102.3

Structure (ORCA input):
```
! wB97M-V def2-TZVPD RIJCOSX def2/J DEFGRID3
* xyz 2 3
C 3.41474 -1.62237 0.65680
C 3.80535 -0.92232 -0.77385
S 2.38773 0.17817 -1.41018
C 2.51252 1.73120 -0.30547
Si 1.09709 2.98959 -0.66467
C -0.22889 3.14147 0.72560
C -0.49950 1.76792 1.57720
C -0.83689 0.44294 0.61280
C -1.79362 -0.52724 1.48509
C -2.20928 -1.96705 0.89393
F -3.70434 -2.14656 1.03420
F -1.66003 -2.98577 1.87306
C -1.65800 -2.43016 -0.55367
F -0.16357 -2.30453 -0.73948
F -1.86428 -3.93287 -0.58384
S -2.51965 -1.78827 -2.06886
F -3.24607 -0.45534 -1.29931
F -3.89164 -2.82835 -1.81582
F -1.80785 -3.11064 -2.96051
F -1.10565 -0.86412 -2.49864
F -3.28560 -1.28238 -3.52865
H 3.98197 -2.65951 0.79697
H 3.68558 -0.94480 1.58400
H 2.24751 -1.84200 0.70162
H 4.11407 -1.71229 -1.59316
H 4.69551 -0.16252 -0.54987
H 3.52737 2.25627 -0.64968
H 2.65715 1.47043 0.82814
H 1.64300 4.31313 -0.93055
H 0.36501 2.58151 -1.88946
H 0.20285 3.93388 1.50733
H -1.26344 3.60305 0.36912
H 0.32850 1.50588 2.37123
H -1.50051 1.94582 2.20052
H -1.28074 0.88509 -0.37235
H 0.21576 -0.08845 0.47429
H -1.27264 -0.67072 2.55032
H -2.79787 0.07047 1.72973
Ni -2.29164 4.43144 1.21606
*
```

Results of the Löwdin charge analysis, in e, for atoms 1 through 5: C -0.139; C -0.414; S 1.049; C -0.524; Si 0.654

---

(7)
C9H17N2O2 | the ωB97M-V functional and the def2-TZVPD basis

Results
- frontier orbital gap (Eh) = 0.3806
- energy relative to the best compared isomer or geometry (same formula, charge and spin) (kcal/mol) = 60.2

Structure (ORCA input):
```
! wB97M-V def2-TZVPD RIJCOSX def2/J DEFGRID3
* xyz 1 1
C -2.91030 -0.51225 1.30905
O -2.22446 0.47277 0.57138
C -1.57037 0.03247 -0.56312
C -2.49261 -0.03710 -1.75316
C -0.62819 -1.12357 -0.42880
O -0.74881 -2.25970 -0.13540
N 0.53012 -0.36778 -0.79035
C -0.21535 0.97946 -0.71526
N 0.22354 1.63224 0.55162
C 1.23289 0.68709 1.18079
C 1.74578 -0.18655 0.04778
C 2.84138 0.58332 -0.77541
C 2.33509 -1.45323 0.47025
H -3.61528 -0.97446 0.71133
H -3.44698 -0.11665 2.20783
H -2.31498 -1.28446 1.67582
H -1.84397 -0.38873 -2.46517
H -2.95517 0.94116 -1.90509
H -3.28346 -0.79155 -1.47551
H -0.19204 1.61178 -1.61952
H -0.66583 1.61675 1.18504
H 0.66562 2.49082 0.31233
H 0.81956 0.01435 1.89772
H 2.08480 1.28679 1.62173
H 3.01602 -0.05245 -1.57362
H 3.69303 0.64452 -0.21756
H 2.43612 1.57355 -1.01914
H 2.71774 -1.99107 -0.51851
H 1.49964 -1.87879 1.04583
H 3.26645 -1.14876 1.16711
*
```

Results of the Löwdin charge analysis, in e, for atoms 1 through 5: C -0.039; O -0.108; C -0.400; C 0.052; C -0.382

---

(8)
C9H17N2O3 | the ωB97M-V functional and the def2-TZVPD basis

Results
- frontier orbital gap (Eh) = 0.2323
- energy relative to the best compared isomer or geometry (same formula, charge and spin) (kcal/mol) = 36.8

Structure (ORCA input):
```
! wB97M-V def2-TZVPD RIJCOSX def2/J DEFGRID3
* xyz -1 1
C 2.48904 -2.83505 0.36175
N 1.20418 -2.14675 0.35154
C 1.31502 -0.93056 -0.41498
O 2.30609 -0.73604 -1.12451
C 0.21261 -0.08716 -0.31921
C -1.06797 -0.55047 0.75148
N -0.56079 -0.55135 1.93537
O -1.10687 -0.60974 3.10587
O -2.37957 -0.73652 0.43251
C -3.30472 -0.80940 1.54536
C 0.14740 1.31865 -0.99117
C 0.43076 1.22333 -2.41462
C -1.20035 1.94844 -0.69120
C 1.28110 2.20255 -0.41693
H 2.89749 -3.19094 -0.64923
H 3.18015 -2.03448 0.70857
H 2.68865 -3.57770 1.02562
H 0.35205 -2.58936 0.03653
H 0.37125 -0.37053 1.92892
H -3.12449 -1.48266 2.39189
H -4.28373 -0.90955 1.09042
H -3.19806 0.19055 2.13252
H 0.56568 2.28118 -2.79685
H 1.35904 0.65982 -2.59690
H -0.39314 0.80979 -2.96057
H -1.38257 1.90673 0.35014
H -1.25787 2.90885 -1.01684
H -2.07001 1.39618 -1.12424
H 0.77968 2.69319 0.48216
H 1.62781 3.03368 -1.08926
H 2.12211 1.57532 -0.02414
*
```

Results of the Löwdin charge analysis, in e, for atoms 1 through 5: C -0.140; N -0.037; C -0.581; O -0.055; C -0.029